Record 1
ORCA calculation (ωB97M-V with the def2-TZVPD basis set) on C4H8N2O in the gas phase.

XYZ file:
```
15
Properties=species:S:1:pos:R:3
H -2.65 1.25 -1.08
C 1.94 -0.70 -0.01
H -0.59 -1.68 0.89
O -2.83 -0.41 0.74
N 0.56 -0.50 -0.41
H 2.17 -0.99 1.02
H 2.54 -1.20 -0.76
H -1.01 0.90 -1.46
H -0.15 0.00 1.49
H 1.58 1.33 -1.01
C -0.46 -0.63 0.61
C 1.38 0.67 -0.17
C -1.81 -0.08 0.17
N -1.76 0.89 -0.79
H 1.10 1.14 0.78
```

Results
E_tot: -341.935058 hartree
total charge: 0
energy above the lowest of the compared OMol25 structures with the same formula, charge and spin: 43.0 kcal/mol
Kohn-Sham gap: 10.57 eV

Löwdin population analysis, charges in e, atoms 1 to 5: H 0.1088; C -0.1291; H 0.1336; O 0.0442; N -0.1454

---

Record 2
ORCA calculation (ωB97M-V with the def2-TZVPD basis set) on a molecular structure, C4H8N2O.

XYZ file:
```
15
Properties=species:S:1:pos:R:3
H -0.80 -0.49 -1.62
H -2.49 -1.31 0.04
H 1.04 0.62 -1.10
H -2.84 0.38 -0.37
C 0.54 0.76 0.95
C -0.78 -0.17 -0.58
H -2.07 -0.01 1.17
C 0.52 -0.40 0.05
H -0.18 0.85 1.76
H 1.52 1.17 1.17
C -2.12 -0.28 0.11
N 0.00 1.11 -0.40
H 3.30 -1.20 -0.27
N 1.58 -0.64 -0.82
O 2.80 -0.39 -0.11
```

Results
E_tot: -341.738570 hartree
total charge: 0
energy above the lowest of the compared OMol25 structures with the same formula, charge and spin: 166.3 kcal/mol
Kohn-Sham gap: 8.73 eV

Löwdin population analysis, charges in e, atoms 1 to 5: H 0.1446; H 0.0834; H 0.1906; H 0.0840; C -0.0559

---

Which formula does entry 1 have? C4H8N2O

---

Which of these has the highest energy above the lowest of the compared OMol25 structures with the same formula, charge and spin? number 2

---

The lowest E_tot belongs to which entry? number 1